[1]
Density functional theory data (ωB97M-V/def2-TZVPD) for a cluster of 2 separate species, C4H9IS in total.

Output
relative energy (zero: lowest compared OMol25 entry of this formula, charge and spin): 2.9807 eV
HOMO-LUMO gap (spin up / spin down): 5.9 / 5.9 eV
energy: -23226.196 eV
F_max: 4.4 eV/A

```
15
Properties=species:S:1:pos:R:3:lowdin_charge:R:1
C -0.87 -0.81 1.22 -0.0734
C -1.15 -0.23 -1.22 -0.0788
C 0.31 1.22 0.08 0.0834
C -0.16 -0.15 -0.01 -0.4941
S 3.35 1.67 -0.10 -0.3447
I 3.84 -0.60 -0.03 0.1903
H -1.69 -0.23 1.80 0.1118
H -1.27 -1.74 1.02 0.0315
H -0.10 -0.94 2.03 0.0864
H -2.19 0.31 -1.22 0.1141
H -1.28 -1.37 -1.41 0.1035
H -0.48 0.18 -2.06 0.0914
H 0.70 1.59 -0.87 0.0299
H 0.16 1.75 0.97 0.0645
H 0.83 -0.64 -0.20 0.0842
```

=====

[2]
Density functional theory data (ωB97M-V/def2-TZVPD) for the molecule C4H9N.

Output
relative energy (zero: lowest compared OMol25 entry of this formula, charge and spin): 1.9960 eV
HOMO-LUMO gap: 10.5 eV
structure (SMILES): CCN1CC1
energy: -5781.816 eV
F_max: 5.1 eV/A

```
14
Properties=species:S:1:pos:R:3:lowdin_charge:R:1
C 1.84 -0.09 -0.12 -0.1085
C 0.54 0.70 -0.54 -0.2383
N -0.51 -0.41 -0.52 -0.1623
C -1.07 -0.81 0.80 -0.1345
C -1.80 0.07 -0.17 -0.2099
H 2.80 0.59 -0.16 0.0922
H 1.61 -0.38 0.95 0.0609
H 1.99 -0.97 -0.82 0.0791
H 0.30 1.57 0.21 0.1340
H 0.55 1.10 -1.47 0.0577
H -1.35 -1.89 0.82 0.1074
H -0.49 -0.35 1.63 0.0999
H -1.81 1.11 0.27 0.1069
H -2.61 -0.24 -0.88 0.1154
```